Record 1
Computed, not measured: a gas-phase ion, C5H6NO5 (charge -1), with the ωB97M-V functional and the def2-TZVPD basis.

```
17
Properties=species:S:1:pos:R:3:nbo_charge:R:1
C -1.768 -1.118 -0.450 0.81
C 2.356 -0.453 -0.745 0.97
C -1.458 0.056 -1.334 -0.77
C 0.341 1.295 1.749 -0.71
C -0.424 0.205 1.155 0.00
N 0.168 -0.735 0.514 0.15
O 1.770 -0.513 -1.828 -0.74
O -2.835 -1.544 -0.125 -0.57
O 3.379 -0.092 -0.278 -0.68
O -0.654 -1.771 0.044 -0.38
O 1.500 -0.986 0.462 -0.48
H -2.018 -0.018 -2.266 0.22
H -1.421 0.930 -0.784 0.24
H -0.408 -0.194 -1.638 0.28
H 1.363 1.265 1.553 0.21
H 0.077 1.504 2.755 0.22
H 0.034 2.168 1.215 0.22
```

## Properties
- Relative energy (zero: lowest compared OMol25 entry of this formula, charge and spin): 447.00 kJ/mol
- Multiplicity: 1
- Lowest unoccupied orbital energy: 0.1402 Ha
- Highest occupied orbital energy: -4.73 eV
- HOMO-LUMO gap: 0.314 Ha
- Charge: -1

Record 2
Computed, not measured: 2 unconnected molecules or ions with the total composition C4H12, with the ωB97M-V functional and the def2-TZVPD basis.

```
16
Properties=species:S:1:pos:R:3:nbo_charge:R:1
C -0.106 1.126 -1.464 -0.63
C -1.243 2.172 -1.383 -0.62
H -0.186 0.814 -2.513 0.21
H 0.942 1.279 -1.303 0.22
H -0.368 0.310 -0.778 0.20
H -2.106 1.948 -0.743 0.22
H -0.893 3.243 -1.015 0.20
H -1.528 2.337 -2.533 0.20
C 0.486 -1.888 0.777 -0.61
C 0.999 -1.361 2.130 -0.61
H 1.223 -2.584 0.268 0.20
H -0.377 -2.511 1.015 0.20
H 0.131 -1.105 0.104 0.20
H 0.892 -2.087 2.991 0.20
H 0.114 -0.592 2.250 0.21
H 2.021 -1.099 2.196 0.21
```

## Properties
- Relative energy (zero: lowest compared OMol25 entry of this formula, charge and spin): 142.32 kJ/mol
- Multiplicity: 1
- Lowest unoccupied orbital energy: 0.0389 Ha
- SMILES string: CC.CC
- Highest occupied orbital energy: -11.13 eV
- HOMO-LUMO gap: 0.448 Ha

Record 3
Computed, not measured: 5 unconnected molecules or ions with the total composition C32H64IO12P, with the ωB97M-V functional and the def2-TZVPD basis.

```
110
Properties=species:S:1:pos:R:3:lowdin_charge:R:1
C 8.420 0.708 0.995 0.02
C 7.521 -0.293 0.701 -0.14
C 6.030 -0.133 0.643 -0.23
O 5.692 1.263 0.647 -0.15
P 4.296 1.679 0.028 0.24
O 4.459 2.390 -1.247 -0.30
O 3.429 0.333 -0.162 -0.79
I 2.337 0.243 -1.830 1.12
O 3.583 2.492 1.169 -0.16
C 2.393 3.210 0.766 -0.20
C 1.151 2.737 1.525 -0.15
C -0.104 2.721 0.613 -0.20
C -1.287 3.508 1.199 -0.21
C -2.253 2.628 2.026 -0.21
C -3.474 2.196 1.204 -0.20
C -4.617 3.245 1.229 -0.21
C -5.985 2.640 1.487 -0.21
C -6.580 1.909 0.258 -0.19
C -8.105 2.117 0.133 -0.20
C -8.899 0.815 -0.141 -0.22
C -9.625 0.302 1.102 -0.27
C -8.776 -0.691 1.903 -0.10
H 8.565 1.111 1.994 0.06
H 9.076 1.100 0.221 0.06
H 7.911 -1.283 0.456 0.10
H 5.700 -0.669 -0.242 0.12
H 5.557 -0.584 1.528 0.11
H 2.207 3.165 -0.304 0.09
H 2.573 4.254 1.015 0.13
H 1.286 1.733 1.920 0.12
H 0.940 3.435 2.332 0.11
H 0.112 3.132 -0.374 0.10
H -0.449 1.695 0.480 0.10
H -1.886 3.932 0.390 0.10
H -0.946 4.356 1.795 0.10
H -2.571 3.229 2.879 0.10
H -1.739 1.744 2.407 0.11
H -3.832 1.215 1.513 0.11
H -3.139 2.128 0.165 0.11
H -4.592 3.807 0.294 0.11
H -4.381 3.961 2.019 0.10
H -5.954 1.963 2.343 0.11
H -6.687 3.430 1.762 0.10
H -6.098 2.304 -0.635 0.10
H -6.352 0.848 0.352 0.10
H -8.272 2.776 -0.720 0.10
H -8.524 2.616 1.005 0.09
H -8.237 0.059 -0.563 0.10
H -9.640 1.046 -0.907 0.10
H -10.526 -0.234 0.792 0.10
H -9.969 1.123 1.732 0.10
H -7.865 -0.200 2.241 0.07
H -8.567 -1.551 1.269 0.07
H -9.324 -1.076 2.764 0.06
O 8.345 -4.352 6.175 0.11
C 7.491 -3.846 5.504 -0.53
O 7.669 -2.581 5.071 0.00
C 6.806 -1.950 4.124 -0.25
C 5.601 -1.321 4.793 -0.06
C 6.191 -4.558 5.204 0.01
H 6.525 -2.646 3.331 0.11
H 7.410 -1.171 3.658 0.11
H 4.978 -2.068 5.285 0.07
H 4.989 -0.791 4.062 0.07
H 5.923 -0.614 5.557 0.09
H 5.506 -4.400 6.036 0.10
H 6.402 -5.620 5.117 0.09
H 5.713 -4.243 4.280 0.07
O -6.556 -0.672 5.107 0.10
C -7.564 -0.287 5.629 -0.54
O -7.979 0.975 5.403 -0.01
C -9.254 1.468 5.821 -0.24
C -9.228 1.965 7.251 -0.06
C -8.333 -1.160 6.595 0.01
H -10.030 0.719 5.657 0.11
H -9.472 2.295 5.147 0.12
H -8.998 1.162 7.951 0.07
H -10.193 2.393 7.523 0.08
H -8.460 2.729 7.369 0.08
H -7.889 -1.065 7.585 0.10
H -8.240 -2.190 6.262 0.09
H -9.395 -0.933 6.653 0.07
O 5.658 -0.987 -7.879 0.10
C 5.631 -0.232 -6.945 -0.52
O 4.676 -0.398 -6.014 0.00
C 4.647 0.324 -4.775 -0.26
C 3.970 1.669 -4.919 -0.08
C 6.581 0.938 -6.839 0.02
H 5.649 0.413 -4.353 0.12
H 4.077 -0.309 -4.094 0.04
H 4.511 2.319 -5.607 0.07
H 3.910 2.167 -3.950 0.05
H 2.962 1.542 -5.317 0.08
H 6.173 1.771 -7.410 0.10
H 7.531 0.642 -7.276 0.09
H 6.776 1.262 -5.820 0.07
O 1.507 -3.683 -8.354 0.10
C 2.616 -4.066 -8.608 -0.52
O 2.756 -5.235 -9.273 -0.01
C 4.008 -5.692 -9.782 -0.24
C 4.807 -6.439 -8.734 -0.07
C 3.845 -3.327 -8.136 0.00
H 4.573 -4.868 -10.220 0.11
H 3.754 -6.366 -10.600 0.12
H 5.066 -5.794 -7.894 0.07
H 5.729 -6.831 -9.164 0.08
H 4.223 -7.270 -8.339 0.08
H 4.071 -3.635 -7.116 0.10
H 3.633 -2.265 -8.140 0.07
H 4.723 -3.476 -8.758 0.07
```

## Properties
- Multiplicity: 1
- Lowest unoccupied orbital energy: -0.0568 Ha
- Highest occupied orbital energy: -8.27 eV
- HOMO-LUMO gap: 0.247 Ha

Record 4
Computed, not measured: 2 unconnected molecules or ions with the total composition C4H14N2O, with the ωB97M-V functional and the def2-TZVPD basis.

```
21
Properties=species:S:1:pos:R:3:nbo_charge:R:1
N -0.653 2.954 -1.831 -0.83
C -0.536 2.703 -0.402 -0.23
C -0.398 1.219 -0.131 -0.06
O -0.172 1.040 1.241 -0.76
H -1.574 2.699 -2.171 0.35
H -0.569 3.947 -2.011 0.36
H -1.372 3.081 0.197 0.17
H 0.363 3.194 -0.020 0.19
H 0.414 0.815 -0.756 0.15
H -1.309 0.685 -0.457 0.14
H 0.132 0.129 1.408 0.50
C -0.057 -2.540 -0.423 -0.62
C 1.120 -2.146 0.450 -0.22
N 0.642 -1.688 1.756 -0.85
H 0.267 -2.944 -1.380 0.22
H -0.689 -3.277 0.073 0.20
H -0.680 -1.668 -0.636 0.21
H 1.846 -2.967 0.525 0.17
H 1.673 -1.314 -0.006 0.19
H 1.435 -1.495 2.369 0.37
H 0.117 -2.429 2.204 0.36
```

## Properties
- Relative energy (zero: lowest compared OMol25 entry of this formula, charge and spin): 107.26 kJ/mol
- Multiplicity: 1
- Lowest unoccupied orbital energy: 0.0370 Ha
- SMILES string: NCCO.CCN
- Highest occupied orbital energy: -9.19 eV
- HOMO-LUMO gap: 0.375 Ha

Record 5
Computed, not measured: a molecular structure, F8H2KN4O17S8, with the ωB97M-V functional and the def2-TZVPD basis.

```
40
Properties=species:S:1:pos:R:3:nbo_charge:R:1
K -0.941 -1.693 -1.344 0.99
N -1.395 -4.044 2.044 -1.12
S -2.464 -4.394 2.996 2.41
O -3.500 -3.383 3.306 -0.91
O -2.091 -5.310 4.074 -0.93
F -3.338 -5.351 2.023 -0.54
S -0.492 -3.232 3.241 2.33
O 0.529 -4.017 3.955 -0.89
O -1.174 -2.190 4.041 -0.85
F 0.425 -2.372 2.229 -0.50
N -5.816 3.059 2.295 -1.07
S -5.626 2.121 0.910 2.37
O -4.288 1.676 0.638 -0.89
O -6.484 2.363 -0.247 -0.91
F -6.374 0.733 1.454 -0.53
S -6.002 4.360 1.616 2.41
O -7.374 4.726 1.259 -0.93
O -4.872 4.982 0.883 -0.90
F -5.761 5.158 3.060 -0.55
N 5.951 -0.323 -3.339 -1.09
S 6.941 -1.425 -2.506 2.39
O 7.785 -2.216 -3.346 -0.91
O 6.258 -1.978 -1.356 -0.90
F 7.949 -0.402 -1.783 -0.51
S 4.932 -1.347 -3.767 2.43
O 3.894 -1.559 -2.784 -0.95
O 5.221 -2.468 -4.652 -0.94
F 4.228 -0.347 -4.770 -0.53
N 2.236 4.154 0.170 -1.08
S 1.878 3.345 1.703 2.33
O 2.710 2.187 2.027 -0.90
O 0.441 3.268 2.109 -0.87
F 2.547 4.475 2.623 -0.51
S 1.010 3.667 -0.636 2.39
O -0.286 4.399 -0.454 -0.90
O 1.007 2.204 -0.949 -0.96
F 1.532 4.226 -2.015 -0.51
O 0.447 -4.008 -4.847 -0.93
H -0.485 -4.204 -4.751 0.45
H 0.842 -4.839 -5.110 0.47
```

## Properties
- Relative energy (zero: lowest compared OMol25 entry of this formula, charge and spin): 370.22 kJ/mol
- Multiplicity: 1
- Lowest unoccupied orbital energy: 0.1309 Ha
- Highest occupied orbital energy: -3.14 eV
- HOMO-LUMO gap: 0.246 Ha
- Charge: -3

Record 6
Computed, not measured: a molecular structure, C35H90CuN4O13, with the ωB97M-V functional and the def2-TZVPD basis.

```
143
Properties=species:S:1:pos:R:3:mulliken_spin:R:1
Cu 26.101 -30.330 5.283 0.78
C 29.049 -26.953 5.620 0.00
C 28.477 -27.989 4.642 -0.02
O 27.240 -28.555 4.970 0.14
H 29.462 -27.481 6.480 0.00
H 28.275 -26.298 6.019 0.00
H 29.735 -26.326 5.051 0.00
H 29.288 -28.687 4.434 0.01
H 28.375 -27.537 3.655 0.00
C 23.345 -33.933 4.933 0.01
C 23.391 -32.466 5.084 -0.02
C 22.137 -31.816 5.731 0.00
O 24.663 -32.107 5.612 0.10
H 23.414 -34.494 5.866 0.00
H 24.058 -34.417 4.266 0.00
H 22.378 -34.260 4.552 0.00
H 23.399 -32.112 4.053 0.00
H 21.237 -31.834 5.116 0.00
H 22.318 -30.781 6.023 0.00
H 21.561 -32.417 6.433 0.00
C 28.878 -22.957 -0.176 0.00
O 28.215 -23.460 0.950 0.00
C 28.835 -23.052 2.258 0.00
C 28.181 -24.045 3.314 0.00
N 26.751 -23.685 3.524 0.00
C 25.950 -24.896 3.699 0.00
C 25.631 -25.586 2.378 0.00
O 24.179 -25.582 2.251 0.00
C 23.787 -26.173 0.981 0.00
H 28.147 -22.705 -0.944 0.00
H 29.692 -23.582 -0.544 0.00
H 29.171 -21.922 0.002 0.00
H 28.624 -22.028 2.565 0.00
H 29.925 -23.078 2.257 0.00
H 28.640 -23.837 4.281 0.00
H 28.452 -25.074 3.077 0.00
H 26.267 -23.400 2.685 0.00
H 25.022 -24.735 4.246 0.00
H 26.495 -25.619 4.306 0.00
H 26.099 -26.568 2.310 0.00
H 25.936 -25.052 1.478 0.00
H 24.320 -27.124 0.945 0.00
H 24.031 -25.528 0.137 0.00
H 22.703 -26.105 0.895 0.00
C 30.466 -33.890 2.224 0.00
O 29.694 -33.272 3.304 0.00
C 28.571 -33.986 3.564 0.00
C 27.727 -33.189 4.563 -0.01
N 27.369 -31.841 4.084 0.03
C 26.535 -31.913 2.934 0.00
C 25.961 -30.545 2.531 -0.01
O 25.075 -30.038 3.524 0.02
C 24.066 -29.136 3.125 -0.01
H 29.833 -33.951 1.338 0.00
H 30.700 -34.895 2.574 0.00
H 31.274 -33.161 2.152 0.00
H 28.908 -34.873 4.101 0.00
H 27.996 -34.366 2.719 0.00
H 28.390 -33.095 5.423 0.00
H 26.979 -33.874 4.960 0.00
H 28.246 -31.410 3.830 0.00
H 25.872 -32.765 2.788 0.00
H 27.244 -32.108 2.130 0.00
H 25.456 -30.678 1.574 0.00
H 26.793 -29.871 2.326 0.00
H 23.309 -28.956 3.889 0.00
H 23.510 -29.286 2.199 0.00
H 24.506 -28.151 2.967 0.00
C 29.793 -26.384 -3.494 0.00
O 29.607 -27.166 -2.334 0.00
C 28.851 -26.622 -1.234 0.00
C 27.830 -27.618 -0.694 0.00
N 28.368 -28.922 -0.429 0.00
C 29.251 -29.002 0.693 0.00
C 29.901 -30.367 0.725 0.00
O 30.437 -30.637 -0.536 0.00
C 31.573 -29.890 -0.929 0.00
H 28.773 -26.221 -3.843 0.00
H 30.282 -26.968 -4.273 0.00
H 30.328 -25.504 -3.137 0.00
H 28.400 -25.654 -1.452 0.00
H 29.619 -26.457 -0.479 0.00
H 27.106 -27.622 -1.509 0.00
H 27.276 -27.209 0.151 0.00
H 28.974 -29.115 -1.213 0.00
H 28.643 -28.779 1.570 0.00
H 30.020 -28.230 0.648 0.00
H 29.196 -31.171 0.935 0.00
H 30.703 -30.413 1.461 0.00
H 31.297 -28.861 -1.160 0.00
H 32.044 -30.293 -1.825 0.00
H 32.268 -29.933 -0.090 0.00
C 20.944 -27.418 3.790 0.00
O 21.167 -26.576 4.922 0.00
C 22.442 -26.598 5.552 0.00
C 22.459 -25.751 6.815 0.00
N 23.759 -25.951 7.512 0.00
C 24.945 -25.401 6.849 0.00
C 26.202 -25.268 7.792 0.00
O 25.943 -24.271 8.772 0.00
C 26.769 -24.251 9.906 0.00
H 21.094 -28.473 4.017 0.00
H 21.718 -27.151 3.070 0.00
H 19.964 -27.162 3.388 0.00
H 23.134 -26.196 4.812 0.00
H 22.610 -27.650 5.779 0.00
H 21.744 -26.231 7.484 0.00
H 22.204 -24.713 6.603 0.00
H 23.821 -25.717 8.493 0.00
H 24.699 -24.496 6.294 0.00
H 25.183 -26.084 6.034 0.00
H 27.168 -25.091 7.319 0.00
H 26.232 -26.274 8.211 0.00
H 27.789 -23.870 9.849 0.00
H 26.832 -25.271 10.286 0.00
H 26.218 -23.563 10.546 0.00
C 23.346 -30.010 8.557 0.00
C 24.682 -29.314 8.207 0.00
O 24.696 -28.990 6.793 -0.02
H 23.097 -29.972 9.617 0.00
H 23.495 -31.080 8.416 0.00
H 22.575 -29.407 8.077 0.00
H 25.499 -29.958 8.531 0.00
H 24.716 -28.457 8.880 0.00
H 24.676 -28.039 6.665 0.01
C 24.392 -34.769 9.036 0.00
C 25.786 -34.210 8.546 0.00
O 25.755 -32.852 8.221 0.00
H 23.596 -34.870 8.298 0.00
H 24.083 -34.205 9.916 0.00
H 24.547 -35.782 9.410 0.00
H 26.032 -34.830 7.683 0.00
H 26.620 -34.425 9.214 0.00
H 25.241 -32.790 7.412 0.00
C 29.565 -30.470 7.932 0.00
C 28.132 -30.252 8.239 0.00
O 27.308 -30.923 7.255 -0.01
H 29.898 -29.789 7.149 0.00
H 29.884 -31.431 7.529 0.00
H 30.032 -30.228 8.887 0.00
H 27.985 -29.181 8.384 0.00
H 27.931 -30.704 9.210 0.00
H 26.871 -31.658 7.692 0.00
```

## Properties
- Multiplicity: 2
- Lowest unoccupied orbital energy (spin up / spin down): 0.0238 / -0.0173 Ha
- Highest occupied orbital energy (spin up / spin down): -7.90 / -7.56 eV
- HOMO-LUMO gap (spin up / spin down): 0.314 / 0.260 Ha

For the records above, the corresponding max |F| values read 4.13 3.98 2.75 0.52 11.15 2.95 eV Å⁻¹.